No. 1
# C29H37AsNO7Os

A molecular structure, C29H37AsNO7Os (ωB97M-V with the def2-TZVPD basis set, the OMol25 dataset).

The calculation puts the total energy at -4034.94804 Eh.

ORCA input file:
```
! RIJCOSX wB97M-V def2-TZVPD def2/J DEFGRID3
* xyz 1 1
Os 0.31227 1.66477 0.09222
O -0.28592 4.37563 2.76832
C 0.30641 3.46819 2.28355
O -0.42926 2.49255 1.62042
C 1.81097 3.29840 2.32935
C 2.22264 1.83214 2.48089
C 3.67666 1.69953 2.91028
C 4.43055 2.09777 1.61707
C 3.28488 2.38660 0.65876
O 2.27506 1.41997 1.07856
C 2.58349 3.70653 1.01275
C 1.74455 4.19112 -0.15678
O 1.78470 5.29373 -0.59765
O 0.89809 3.27472 -0.74698
H 2.14248 3.90915 3.16598
H 1.51336 1.20037 3.00962
H 3.89286 0.67088 3.18996
H 3.90406 2.34057 3.75979
H 5.03960 1.27754 1.24532
H 5.06753 2.97101 1.74349
H 3.49134 2.23784 -0.39763
H 3.29338 4.50241 1.22247
C -3.51751 1.33740 1.24164
C -3.27695 2.31777 0.09741
As -1.83849 1.76604 -1.07274
C -1.76856 3.02517 -2.54731
C -3.12004 3.46699 -3.09817
C -2.32116 0.00548 -1.72219
C -3.68864 -0.08439 -2.38898
H -4.42097 1.62101 1.77997
H -2.69041 1.33446 1.95176
H -3.66377 0.31940 0.87704
H -3.02806 3.31700 0.45485
H -4.16563 2.39877 -0.53134
H -1.14888 2.55281 -3.31224
H -1.20253 3.87518 -2.16548
H -3.69412 2.63923 -3.51131
H -2.96520 4.19281 -3.89592
H -3.72581 3.95100 -2.33260
H -2.25228 -0.65050 -0.85191
H -1.51210 -0.29659 -2.39258
H -4.48208 0.29785 -1.74529
H -3.92308 -1.12532 -2.61056
H -3.71934 0.46391 -3.32919
C -1.45922 -3.31905 -3.22427
C -0.08074 -3.39889 -2.62324
C 1.03073 -3.27202 -3.44854
C 2.31322 -3.41910 -2.94305
C 2.49472 -3.65439 -1.59414
C 1.39361 -3.75840 -0.75252
N 1.59742 -4.03406 0.62572
C 1.05619 -3.26539 1.66313
C 0.73907 -3.90395 2.86362
C 0.13233 -3.22284 3.90070
C -0.22277 -1.88538 3.75277
C 0.08872 -1.23870 2.57283
C 0.77118 -1.90022 1.54550
C 1.31124 -1.09061 0.42864
O 2.39977 -1.15499 -0.05062
O 0.38047 -0.18244 -0.06452
C 0.08905 -3.65892 -1.25773
C -1.10113 -3.90805 -0.37011
H -1.40764 -3.00056 -4.26466
H -2.10329 -2.62458 -2.68261
H -1.95606 -4.29183 -3.20241
H 0.88668 -3.08303 -4.50542
H 3.16962 -3.33889 -3.59934
H 3.49036 -3.73026 -1.17521
H 2.46410 -4.49810 0.84811
H 0.94788 -4.96291 2.95124
H -0.10322 -3.74731 4.81727
H -0.73765 -1.36097 4.54562
H -0.18567 -0.19541 2.45360
H -0.86270 -4.66475 0.37595
H -1.95514 -4.25849 -0.94650
H -1.41516 -3.01234 0.17556
*
```


No. 2
# C3H2N2O2

C3H2N2O2 in the gas phase (ωB97M-V with the def2-TZVPD basis set, the OMol25 dataset).

The calculation puts the total energy at -375.35989 Eh. As for the relative energy (zero: lowest compared OMol25 entry of this formula, charge and spin): 95.2 kcal per mole.

ORCA input file:
```
! RIJCOSX wB97M-V def2-TZVPD def2/J DEFGRID3
* xyz 0 1
C 1.40439 0.93339 -1.16945
C -1.08375 -0.90605 0.37528
C -1.34440 -0.89460 1.74258
H 1.44331 1.09964 -2.24843
H 2.12128 1.56413 -0.36978
N 0.46233 0.14393 -1.05186
N -1.18823 -0.63467 2.94452
O 0.17497 -0.31760 0.24914
O -1.98991 -0.98818 -0.47200
*
```


No. 3
# C53H48FeN6O4S

A molecular structure, C53H48FeN6O4S (ωB97M-V with the def2-TZVPD basis set, the OMol25 dataset).

Its expectation value of S² is 8.77. The calculation puts the total energy at -4339.53560 Eh.

ORCA input file:
```
! RIJCOSX wB97M-V def2-TZVPD def2/J DEFGRID3
* xyz 1 6
Fe 14.45970 16.14868 15.50653
C 21.75389 22.26083 12.60223
O 20.79697 21.51442 11.84832
C 19.75866 20.98218 12.53152
C 18.54454 20.66519 11.85177
C 17.48386 20.02052 12.49022
C 17.67219 19.47241 13.78639
C 18.92077 19.70335 14.41593
C 19.90033 20.37661 13.78351
C 16.68886 18.56350 14.40377
C 17.15363 17.43693 15.10187
C 18.45123 16.91434 15.14883
C 18.54855 16.05778 16.25047
C 17.21626 15.89525 16.78352
N 16.38668 16.74101 15.99692
C 16.79865 15.14074 17.88025
C 15.61489 14.50029 17.94350
C 15.29156 13.38517 18.77345
C 14.09124 12.87134 18.34745
C 13.63889 13.68700 17.26624
C 12.31059 13.61134 16.69688
C 11.33998 12.47869 16.99401
C 11.82847 11.14860 16.84016
C 11.07495 10.12990 17.37091
C 9.72866 10.37813 17.78000
O 8.80532 9.42364 18.02040
C 8.98282 8.14857 17.41182
C 9.26405 11.71987 17.97459
C 10.09253 12.73241 17.60230
C 11.85440 14.71147 15.95105
N 12.48197 15.88452 15.54005
C 11.54309 16.75865 14.99101
C 11.76376 18.07471 14.63469
C 10.58002 18.95356 14.46964
C 9.69186 18.65384 13.38383
C 8.60441 19.44171 13.16400
C 8.23106 20.48738 14.04436
O 7.12432 21.22933 13.80370
C 7.12548 22.57159 14.38027
C 9.18210 20.84588 15.00427
C 10.32573 20.08578 15.25126
C 13.04882 18.65658 14.59762
C 13.33656 20.03339 14.31668
C 14.68810 20.13502 14.12937
C 15.26304 18.80757 14.35311
N 14.21836 17.92666 14.68985
C 10.30722 15.98568 14.90253
C 10.46576 14.77838 15.47318
N 14.53687 14.70495 16.99713
C 17.94309 14.84292 18.88103
C 18.02457 15.44723 20.14034
C 18.92572 15.06532 21.16072
C 19.87170 14.05504 20.82416
O 20.76247 13.52048 21.69500
C 20.80271 14.07234 23.06976
C 19.89731 13.56006 19.51332
C 18.93020 13.89844 18.58007
H 22.21286 22.97316 11.91924
H 22.59719 21.61570 12.95619
H 21.34329 22.81730 13.49423
H 18.44352 21.05219 10.85290
H 16.57793 19.90118 11.95388
H 19.05419 19.27039 15.40038
H 20.78172 20.44790 14.39694
H 19.29686 17.17975 14.56382
H 19.35448 15.48831 16.58706
H 15.95316 13.01568 19.50123
H 13.42804 12.09485 18.82414
H 12.77011 10.98152 16.36076
H 11.37425 9.08090 17.36588
H 7.99384 7.66606 17.41491
H 9.60024 7.50388 18.01886
H 9.39048 8.14211 16.35277
H 8.34113 11.96551 18.44761
H 9.80296 13.76324 17.73125
H 9.87579 17.72480 12.78221
H 8.04061 19.33137 12.24053
H 6.26883 23.18072 14.00214
H 8.02042 23.12943 14.16664
H 7.08468 22.53484 15.48254
H 8.94455 21.68591 15.70546
H 11.06662 20.46596 15.96848
H 12.60149 20.84408 14.23613
H 15.29428 20.99877 13.94997
H 9.30838 16.37727 14.66515
H 9.83782 13.88469 15.47225
H 17.30139 16.23102 20.39680
H 18.87273 15.47874 22.16673
H 21.23695 13.20950 23.59169
H 19.77685 14.28413 23.43459
H 21.50150 14.95054 23.03847
H 20.59893 12.74485 19.34476
H 18.92050 13.45739 17.55308
C 12.15730 16.48670 10.52062
C 12.56927 15.17121 11.23386
N 13.58790 15.46831 12.21960
C 14.56340 14.62170 12.55856
S 15.52917 14.67810 13.99306
N 14.93248 13.71302 11.62235
C 15.54536 14.25806 10.42662
C 15.69530 13.29382 9.23509
H 11.90070 16.25962 9.50248
H 12.98581 17.20728 10.44447
H 11.36254 17.01064 11.01538
H 13.02762 14.49062 10.52946
H 11.70742 14.76571 11.73455
H 13.27139 16.02486 12.97860
H 15.44486 12.87050 11.97588
H 16.56274 14.72352 10.71467
H 14.87897 15.08052 10.09006
H 15.34380 12.29911 9.54775
H 16.77790 13.20012 8.87356
H 15.09585 13.58155 8.35696
*
```


No. 4
# C2H3N2OP

A molecular structure, C2H3N2OP (ωB97M-V with the def2-TZVPD basis set, the OMol25 dataset).

The calculation puts the total energy at -603.94492 Eh. As for the relative energy (zero: lowest compared OMol25 entry of this formula, charge and spin): 98.4 kcal per mole.

ORCA input file:
```
! RIJCOSX wB97M-V def2-TZVPD def2/J DEFGRID3
* xyz 0 1
C 1.13406 -0.10576 0.04865
C 0.79687 -1.40169 -0.01130
N 0.23358 0.86925 -0.00523
N -1.02297 0.40255 0.02291
O -1.91493 1.39049 0.04173
P -1.53190 -1.18102 0.06114
H 2.20257 0.28250 0.06185
H 1.28972 -2.37275 -0.13719
H -1.18700 2.11645 -0.08256
*
```


Number 1: strongest force on any atom 0.32 eV/Å. Number 2: strongest force on any atom 11.45 eV/Å. Number 3: strongest force on any atom 4.23 eV/Å. Number 4: strongest force on any atom 4.68 eV/Å.